(1)
{
  "formula": "C3H6O2",
  "method": "ωB97M-V with the def2-TZVPD basis set",
  "max_force_ev_per_a": 4.929,
  "homo_lumo_gap_ev": 10.54,
  "homo_ha": -0.361,
  "species": ["C", "C", "C", "O", "O", "H", "H", "H", "H", "H", "H"],
  "xyz": [[0.81892, -0.23435, -0.80821], [0.77813, -0.21563, 0.77104], [-0.30455, 0.32911, 0.00089], [-1.75972, -0.94349, -0.02780], [-0.84941, 1.55476, 0.10893], [1.48076, 0.55598, -1.29824], [0.98028, -1.25355, -1.32088], [0.47281, -1.21727, 1.06449], [1.53187, 0.27532, 1.36479], [-2.10706, -0.83931, 0.82377], [-1.04203, 1.98844, -0.67879]],
  "forces_ev_per_angstrom": [[1.50, 0.37, -0.59], [0.19, -1.50, -0.63], [-3.60, -2.00, -0.82], [3.86, 2.09, -2.25], [1.43, -1.48, 2.43], [-0.99, -0.99, 0.84], [-1.17, 1.81, 0.94], [0.44, 0.15, 0.41], [-0.26, 0.45, 0.03], [-0.80, 0.42, 2.16], [-0.60, 0.68, -2.53]]
}

***

(2)
{
  "formula": "C3H6O2",
  "method": "ωB97M-V with the def2-TZVPD basis set",
  "max_force_ev_per_a": 4.095,
  "homo_lumo_gap_ev": 10.34,
  "homo_ha": -0.358,
  "species": ["O", "C", "C", "C", "O", "H", "H", "H", "H", "H", "H"],
  "xyz": [[-1.30666, -0.62677, 0.29473], [-0.91300, 0.68884, 0.03473], [0.56635, 0.44990, -0.08420], [0.48239, -0.84056, 0.65291], [0.99286, 0.07478, -1.37226], [0.22645, -0.46137, -1.68389], [-1.43281, 1.04760, -0.85774], [-1.24947, 1.32856, 0.85646], [1.24187, 1.19647, 0.29118], [0.31360, -1.19548, 1.64196], [1.07842, -1.66198, 0.22611]],
  "forces_ev_per_angstrom": [[3.33, -2.38, 0.22], [-0.88, 1.06, -0.22], [0.30, 0.56, 0.37], [-3.16, -2.10, -0.02], [-1.15, 0.04, -0.76], [0.91, 0.33, -0.21], [0.32, 0.28, -0.26], [0.47, 0.30, 0.13], [0.37, 0.38, 0.13], [0.20, 1.27, 1.35], [-0.71, 0.25, -0.73]]
}

***

(3)
{
  "formula": "C3H6O2",
  "method": "ωB97M-V with the def2-TZVPD basis set",
  "smiles": "O=CCCO",
  "max_force_ev_per_a": 2.059,
  "homo_lumo_gap_ev": 10.37,
  "homo_ha": -0.355,
  "species": ["O", "C", "C", "C", "O", "H", "H", "H", "H", "H", "H"],
  "xyz": [[-0.71046, 2.28958, -0.70804], [-0.62786, 1.10718, -0.95288], [0.52876, 0.26024, -0.58984], [0.02085, -0.40169, 0.84468], [-0.38657, -1.74830, 0.89225], [-1.49126, 0.51401, -1.30796], [0.74177, -0.57596, -1.25783], [1.44065, 0.90191, -0.52766], [0.97921, -0.14073, 1.24279], [-0.83583, 0.14236, 1.27481], [0.34072, -2.34861, 1.08970]],
  "forces_ev_per_angstrom": [[0.04, -0.44, -0.33], [-0.25, 0.13, 0.00], [-0.48, -0.40, 0.26], [0.53, 0.98, -1.30], [0.40, 0.08, -0.43], [-0.24, 0.25, -0.17], [-0.29, 0.10, -0.17], [-0.66, -0.62, 0.54], [0.14, -0.56, 1.98], [0.75, 0.21, -0.24], [0.06, 0.26, -0.13]]
}

***

(4)
{
  "formula": "C3H6O2",
  "method": "ωB97M-V with the def2-TZVPD basis set",
  "smiles": "O=C[C@@H]1CO1.[H][H]",
  "max_force_ev_per_a": 0.598,
  "homo_lumo_gap_ev": 10.92,
  "homo_ha": -0.375,
  "species": ["O", "C", "C", "C", "O", "H", "H", "H", "H", "H", "H"],
  "xyz": [[-1.40207, 0.98491, -1.07199], [-1.10877, 0.88314, 0.09221], [-0.52491, -0.34937, 0.72292], [0.90768, -0.67910, 0.71489], [-0.01588, -1.35382, -0.11981], [-1.30153, 1.71019, 0.80704], [-1.11300, -0.70055, 1.57504], [1.30090, -1.26521, 1.54612], [1.62768, -0.04004, 0.20469], [0.47592, 0.27433, -2.15461], [1.15398, 0.53552, -2.31651]],
  "forces_ev_per_angstrom": [[0.14, -0.03, 0.58], [-0.11, 0.02, -0.34], [-0.19, 0.04, 0.08], [0.25, 0.10, 0.11], [-0.09, -0.15, -0.05], [0.00, -0.06, -0.04], [0.07, 0.04, -0.07], [-0.05, 0.11, -0.16], [-0.21, -0.05, 0.02], [0.16, 0.01, -0.08], [0.03, -0.03, -0.06]]
}

***

(5)
{
  "formula": "C3H6O2S",
  "method": "ωB97M-V with the def2-TZVPD basis set",
  "total_charge": -1,
  "max_force_ev_per_a": 0.525,
  "homo_lumo_gap_ev": [6.59, 5.86],
  "spin_multiplicity": 2,
  "homo_ha": [-0.111, -0.107],
  "species": ["O", "C", "O", "C", "C", "S", "H", "H", "H", "H", "H", "H"],
  "xyz": [[3.02313, 0.79456, 0.20668], [2.04856, 0.11906, -0.08728], [2.11149, -0.63912, -1.23573], [0.84309, 0.01024, 0.67382], [-0.33918, -0.77062, 0.29301], [-1.84398, 0.28076, 0.35865], [2.99676, -0.44205, -1.57713], [0.83335, 0.62197, 1.55999], [-4.48649, 1.77446, -0.23217], [-0.50597, -1.58728, 1.00719], [-0.16954, -1.19412, -0.69660], [-4.51122, 1.03214, -0.27043]],
  "forces_ev_per_angstrom": [[0.39, 0.28, 0.21], [-0.33, -0.10, -0.18], [0.01, 0.00, 0.02], [-0.01, 0.19, -0.26], [-0.04, -0.41, 0.24], [0.31, 0.21, -0.16], [-0.15, -0.03, 0.01], [-0.09, -0.02, 0.20], [-0.09, 0.01, -0.01], [0.13, -0.06, -0.12], [-0.15, -0.11, 0.04], [0.03, 0.04, 0.01]]
}

***

(6)
{
  "formula": "C3H6O2S",
  "method": "ωB97M-V with the def2-TZVPD basis set",
  "smiles": "C/C=C/[SH](=O)=O",
  "max_force_ev_per_a": 3.764,
  "homo_lumo_gap_ev": 11.36,
  "homo_ha": -0.397,
  "species": ["C", "C", "C", "S", "O", "O", "H", "H", "H", "H", "H", "H"],
  "xyz": [[-2.02237, -0.09810, -0.28856], [-0.58583, -0.29438, -0.00918], [0.33289, 0.59244, -0.02130], [2.11245, -0.00159, 0.28042], [2.32669, -1.41800, -0.05547], [2.93476, 1.01060, -0.32257], [-2.71929, -1.00737, -0.22283], [-2.46182, 0.67016, 0.35325], [-1.95825, 0.27620, -1.33977], [-0.29715, -1.30349, 0.13163], [0.07456, 1.56758, -0.22524], [2.26335, 0.00595, 1.71962]],
  "forces_ev_per_angstrom": [[-1.24, -0.03, -1.00], [-1.71, -2.85, 0.50], [3.50, -1.07, 0.90], [-0.79, -0.76, 0.24], [-0.92, 2.06, 0.43], [0.05, -0.08, 0.35], [1.46, 1.17, -0.18], [0.06, 0.07, -0.22], [-0.98, -0.22, 0.63], [0.42, -1.06, 0.28], [0.49, 2.45, -0.26], [-0.34, 0.31, -1.67]]
}

***

(7)
{
  "formula": "C3H6O2S",
  "method": "ωB97M-V with the def2-TZVPD basis set",
  "smiles": "OC[C@@H](O)C=S",
  "max_force_ev_per_a": 2.556,
  "homo_lumo_gap_ev": 8.51,
  "homo_ha": -0.322,
  "species": ["O", "C", "C", "O", "C", "S", "H", "H", "H", "H", "H", "H"],
  "xyz": [[-1.06231, 1.26634, -0.13901], [-0.56407, 0.36691, 0.77260], [0.18613, -0.74934, 0.00130], [-0.58103, -1.17618, -1.08832], [1.50722, -0.27131, -0.55669], [2.67959, 0.40443, 0.33909], [-1.70610, 1.98074, 0.08730], [-1.33560, -0.21060, 1.29259], [0.09153, 0.84083, 1.53591], [0.30556, -1.57039, 0.68243], [-1.11818, -0.39262, -1.30890], [1.59727, -0.48882, -1.61829]],
  "forces_ev_per_angstrom": [[-0.90, 1.56, -1.81], [0.37, -1.00, 1.80], [0.18, 1.52, -0.55], [-0.99, 0.16, -0.15], [0.74, 0.02, 1.12], [-0.47, -0.27, -0.63], [0.98, -1.39, 0.54], [-0.36, 0.41, 0.14], [-0.20, -0.35, -0.52], [0.37, -0.46, 0.38], [0.07, -0.40, -0.25], [0.21, 0.18, -0.06]]
}

***

(8)
{
  "formula": "C3H6O2S",
  "method": "ωB97M-V with the def2-TZVPD basis set",
  "smiles": "OCC(=S)CO",
  "max_force_ev_per_a": 2.644,
  "homo_lumo_gap_ev": 8.35,
  "homo_ha": -0.327,
  "species": ["O", "C", "C", "S", "C", "O", "H", "H", "H", "H", "H", "H"],
  "xyz": [[-0.62102, -1.22126, -1.29364], [-0.37437, 0.15505, -1.27650], [-0.36236, 0.56234, 0.15903], [-1.43391, 1.68546, 0.74532], [0.47627, -0.21681, 1.16731], [1.82279, -0.22805, 0.86952], [-1.57915, -1.40853, -1.14555], [-1.05757, 0.79709, -1.88839], [0.61494, 0.25888, -1.68073], [0.33875, 0.25460, 2.18317], [0.06868, -1.30314, 1.28747], [2.10696, 0.66438, 0.87300]],
  "forces_ev_per_angstrom": [[-1.48, -1.09, -0.42], [-0.07, 0.57, -0.11], [-1.78, 1.14, 1.59], [1.07, -0.87, -0.68], [-1.67, -0.78, 1.66], [0.57, -1.63, -0.70], [1.10, 0.39, -0.13], [0.33, -0.67, 0.60], [0.64, 0.16, -0.29], [-0.23, -0.37, -0.98], [0.87, 1.82, -0.57], [0.67, 1.32, 0.03]]
}

***

Result set for relative energy (zero: lowest compared OMol25 entry of this formula, charge and spin): 382.5, 365.0, 189.4, 320.1, 0.0, 290.9, 183.9, 196.4 kJ/mol, one per record in the order listed.
Result set for electronic energy: -268.25953, -268.26620, -268.33310, -268.28330, -666.55449, -666.48325, -666.52399, -666.51924 a.u., one per record in the order listed.